No. 1
ORCA calculation (ωB97M-V/def2-TZVPD) on 12 unconnected molecules or ions with the total composition C48H79N11O3 at a distorted geometry.

- HOMO level (spin up / spin down): 0.0073 / -0.3040 Ha
- Total charge: -1
- Kohn-Sham gap (spin up / spin down): 0.059 / 0.369 Ha
- ⟨S²⟩: 0.750
- 2S+1: 2

XYZ file:
```
141
Properties=species:S:1:pos:R:3:lowdin_charge:R:1
N 2.960 -1.186 5.292 0.068
C 3.876 -1.316 4.305 -0.151
C 3.589 -1.293 2.941 -0.089
C 2.262 -1.195 2.570 -0.090
C 1.276 -1.083 3.519 -0.074
C 1.672 -1.019 4.856 -0.119
H 4.904 -1.415 4.622 0.095
H 4.320 -1.478 2.168 0.085
H 2.096 -1.157 1.503 0.081
H 0.248 -0.929 3.226 0.091
H 0.916 -1.022 5.627 0.098
C -1.694 2.861 5.743 -0.146
C -1.324 1.608 4.928 -0.157
O -1.122 0.629 5.864 0.088
C -1.594 0.997 6.995 -0.558
O -1.707 0.256 8.011 0.076
O -1.849 2.309 6.996 0.076
H -2.649 3.203 5.345 0.129
H -0.929 3.634 5.664 0.115
H -0.496 1.906 4.284 0.115
H -2.167 1.338 4.292 0.111
C -3.349 -7.538 -1.616 -0.101
C -4.341 -6.635 -0.875 -0.238
C -3.878 -5.241 -0.485 -0.187
C -3.007 -4.500 -1.374 -0.230
N -2.279 -3.871 -1.991 0.182
H -3.710 -8.561 -1.719 0.068
H -2.383 -7.632 -1.120 0.054
H -3.089 -7.164 -2.606 0.064
H -4.591 -7.091 0.083 0.106
H -5.278 -6.511 -1.418 0.107
H -3.346 -5.250 0.466 0.104
H -4.759 -4.599 -0.457 0.118
C -0.666 -0.783 -0.501 -0.113
C -0.164 0.510 -1.060 -0.265
C 0.272 1.535 -0.031 -0.195
C -0.864 1.872 0.834 -0.226
N -1.744 2.112 1.551 0.181
H -1.205 -1.416 -1.206 0.055
H -1.295 -0.620 0.375 0.057
H 0.200 -1.406 -0.279 0.056
H -0.948 1.024 -1.615 0.112
H 0.607 0.276 -1.794 0.100
H 0.636 2.398 -0.588 0.083
H 1.104 1.219 0.598 0.090
C 6.089 0.949 2.015 -0.118
C 5.127 2.133 2.238 -0.251
C 4.572 2.659 0.878 -0.200
C 4.021 1.613 0.006 -0.210
N 3.540 0.791 -0.659 0.175
H 6.918 1.238 1.369 0.077
H 5.585 0.019 1.753 0.033
H 6.479 0.666 2.993 0.065
H 5.680 2.867 2.824 0.101
H 4.303 1.862 2.898 0.095
H 5.432 3.089 0.363 0.111
H 3.821 3.395 1.164 0.084
C -4.341 5.165 1.372 -0.131
C -3.734 6.332 0.693 -0.332
C -2.237 6.448 0.573 -0.289
C -1.489 5.436 -0.250 -0.207
N -0.883 4.650 -0.908 0.142
H -4.087 4.204 0.924 0.043
H -5.424 5.171 1.244 0.072
H -4.098 5.132 2.434 0.072
H -4.066 7.255 1.167 0.093
H -4.193 6.434 -0.290 0.104
H -1.780 6.234 1.539 0.061
H -1.874 7.458 0.385 0.063
C 1.767 9.253 -1.723 -0.191
C 2.128 7.884 -1.284 -0.355
C 1.470 6.716 -2.006 -0.214
C 2.122 5.453 -1.543 -0.202
N 2.664 4.476 -1.123 0.159
H 0.711 9.426 -1.514 0.049
H 1.881 9.448 -2.790 0.069
H 2.295 10.018 -1.154 0.067
H 1.914 7.868 -0.215 0.081
H 3.195 7.746 -1.454 0.101
H 1.497 6.957 -3.069 0.113
H 0.393 6.665 -1.841 0.073
C -1.634 -1.888 -5.839 -0.113
C -0.765 -2.734 -4.897 -0.260
C -0.781 -4.220 -5.305 -0.183
C -2.077 -4.860 -5.514 -0.255
N -3.062 -5.381 -5.723 0.144
H -1.787 -0.823 -5.662 0.073
H -2.587 -2.409 -5.933 0.065
H -1.143 -1.804 -6.809 0.069
H -1.311 -2.581 -3.966 0.064
H 0.232 -2.297 -4.843 0.103
H -0.240 -4.829 -4.581 0.092
H -0.298 -4.229 -6.282 0.119
C 5.309 2.174 -4.939 -0.089
C 4.602 1.970 -3.485 -0.232
C 3.091 2.174 -3.501 -0.233
C 2.369 1.446 -4.532 -0.227
N 1.758 0.851 -5.358 0.118
H 5.259 1.290 -5.575 0.057
H 6.356 2.448 -4.807 0.055
H 4.760 2.955 -5.465 0.061
H 5.102 2.730 -2.885 0.087
H 4.941 1.028 -3.053 0.085
H 2.893 3.232 -3.676 0.105
H 2.582 1.877 -2.584 0.064
C -1.324 -3.277 2.330 -0.095
C -0.767 -4.114 3.551 -0.196
C -0.714 -5.656 3.125 -0.178
C -2.001 -6.356 3.290 -0.231
N -2.978 -6.971 3.424 0.125
H -0.731 -3.327 1.417 0.063
H -1.490 -2.254 2.668 0.050
H -2.315 -3.676 2.117 0.053
H -1.273 -4.030 4.512 0.110
H 0.275 -3.808 3.643 0.080
H -0.001 -6.121 3.805 0.107
H -0.292 -5.712 2.121 0.086
C 2.848 -3.868 -0.090 -0.093
C 3.044 -4.505 -1.500 -0.211
C 1.724 -4.862 -2.233 -0.172
C 0.669 -5.449 -1.389 -0.243
N -0.108 -5.922 -0.728 0.176
H 3.771 -3.679 0.457 0.070
H 2.175 -4.533 0.452 0.058
H 2.318 -2.917 -0.132 0.051
H 3.544 -5.450 -1.285 0.103
H 3.648 -3.869 -2.147 0.106
H 1.821 -5.549 -3.074 0.113
H 1.206 -4.006 -2.666 0.104
C -5.108 1.567 0.071 -0.097
C -4.278 0.320 -0.318 -0.252
C -4.653 -0.917 0.460 -0.190
C -4.605 -0.706 1.943 -0.221
N -4.582 -0.565 3.082 0.141
H -4.722 2.055 0.966 0.049
H -6.146 1.342 0.317 0.074
H -5.059 2.275 -0.756 0.072
H -3.204 0.489 -0.249 0.071
H -4.466 0.101 -1.369 0.108
H -4.053 -1.813 0.302 0.094
H -5.649 -1.244 0.161 0.116
```

No. 2
ORCA calculation (ωB97M-V/def2-TZVPD) on 12 unconnected molecules or ions with the total composition C48H79N11O3 at a distorted geometry.

- HOMO level: -0.3491 Ha
- Kohn-Sham gap: 0.363 Ha
- Structure (SMILES): O=C1OCCO1.c1ccncc1.CCCC#N.CCCC#N.CCCC#N.CCCC#N.CCCC#N.CCCC#N.CCCC#N.CCCC#N.CCCC#N.CCCC#N

XYZ file:
```
141
Properties=species:S:1:pos:R:3:lowdin_charge:R:1
O 21.160 1.707 20.503 0.149
C 21.345 1.677 21.672 -0.573
O 20.387 1.551 22.622 0.036
C 21.010 1.466 23.910 -0.100
C 22.386 2.044 23.650 -0.118
O 22.555 1.853 22.250 0.047
H 20.392 1.987 24.634 0.135
H 21.119 0.423 24.222 0.125
H 23.232 1.562 24.137 0.132
H 22.419 3.103 23.927 0.135
C 23.677 1.566 16.073 -0.091
C 24.840 0.828 15.994 -0.090
C 25.369 0.288 17.151 -0.145
N 24.815 0.437 18.355 0.062
C 23.687 1.150 18.430 -0.149
C 23.075 1.731 17.317 -0.071
H 23.182 1.947 15.187 0.089
H 25.358 0.709 15.053 0.098
H 26.235 -0.362 17.121 0.105
H 23.231 1.337 19.393 0.080
H 22.188 2.326 17.484 0.098
C 10.714 0.098 20.786 -0.108
C 11.749 1.208 20.642 -0.244
C 13.109 0.762 21.178 -0.193
C 13.244 0.931 22.625 -0.254
N 13.350 1.072 23.760 0.150
H 9.711 0.410 20.472 0.072
H 10.444 -0.077 21.834 0.079
H 11.060 -0.810 20.297 0.074
H 11.366 2.033 21.248 0.111
H 11.867 1.604 19.635 0.091
H 13.988 1.252 20.748 0.083
H 13.295 -0.308 21.030 0.106
C 19.513 0.413 17.891 -0.099
C 18.566 -0.765 18.069 -0.241
C 17.153 -0.509 17.564 -0.200
C 16.419 0.529 18.272 -0.220
N 15.850 1.360 18.818 0.192
H 20.473 0.354 18.402 0.049
H 19.077 1.287 18.396 0.073
H 19.645 0.686 16.845 0.048
H 18.542 -1.110 19.106 0.100
H 18.967 -1.600 17.489 0.078
H 16.541 -1.403 17.513 0.071
H 17.242 -0.185 16.519 0.117
C 16.754 2.195 21.904 -0.120
C 17.596 3.254 22.566 -0.241
C 18.516 4.037 21.618 -0.170
C 17.906 4.409 20.333 -0.224
N 17.453 4.775 19.344 0.147
H 16.037 2.598 21.191 0.051
H 16.195 1.610 22.638 0.053
H 17.365 1.420 21.432 0.060
H 18.152 2.912 23.439 0.093
H 16.974 4.038 23.016 0.114
H 19.478 3.549 21.475 0.087
H 18.753 5.025 22.029 0.121
C 18.590 -5.898 15.716 -0.105
C 19.033 -4.633 16.438 -0.248
C 19.741 -4.872 17.801 -0.176
C 19.150 -5.920 18.603 -0.237
N 18.670 -6.763 19.216 0.163
H 17.919 -6.491 16.340 0.057
H 19.448 -6.535 15.481 0.081
H 18.086 -5.707 14.770 0.075
H 18.113 -4.052 16.532 0.084
H 19.731 -4.044 15.843 0.086
H 19.745 -3.899 18.294 0.098
H 20.787 -5.120 17.611 0.124
C 15.085 -6.146 20.589 -0.101
C 14.310 -6.071 19.275 -0.247
C 15.164 -5.536 18.126 -0.178
C 15.866 -4.301 18.399 -0.186
N 16.477 -3.357 18.634 0.210
H 15.229 -5.152 21.026 0.058
H 16.092 -6.558 20.503 0.063
H 14.520 -6.705 21.335 0.075
H 13.343 -5.588 19.434 0.110
H 13.973 -7.073 18.990 0.108
H 14.608 -5.579 17.191 0.124
H 15.995 -6.246 18.013 0.107
C 16.938 3.998 14.265 -0.095
C 17.889 4.456 15.374 -0.242
C 18.598 3.300 16.067 -0.193
C 19.585 2.612 15.233 -0.228
N 20.377 2.112 14.566 0.171
H 17.508 3.452 13.510 0.075
H 16.440 4.808 13.727 0.074
H 16.114 3.391 14.640 0.044
H 17.357 5.059 16.108 0.101
H 18.664 5.086 14.930 0.112
H 17.871 2.515 16.308 0.106
H 19.068 3.645 16.988 0.112
C 21.710 -1.647 16.230 -0.095
C 21.305 -1.584 14.762 -0.245
C 22.363 -1.004 13.835 -0.188
C 23.714 -1.533 13.987 -0.243
N 24.777 -1.955 14.076 0.155
H 20.972 -2.109 16.884 0.043
H 21.837 -0.628 16.602 0.051
H 22.668 -2.149 16.376 0.079
H 20.394 -1.012 14.575 0.103
H 21.062 -2.594 14.412 0.099
H 22.409 0.081 13.956 0.090
H 22.051 -1.214 12.809 0.124
C 11.806 4.581 16.826 -0.112
C 12.232 3.156 16.531 -0.251
C 13.772 3.029 16.561 -0.195
C 14.232 1.759 16.010 -0.254
N 14.532 0.722 15.616 0.159
H 12.270 5.007 17.722 0.078
H 10.742 4.644 17.049 0.073
H 12.126 5.241 16.018 0.076
H 11.928 2.858 15.527 0.112
H 11.763 2.455 17.221 0.098
H 14.238 3.195 17.533 0.106
H 14.169 3.815 15.910 0.108
C 22.593 -1.795 20.177 -0.105
C 23.773 -1.637 21.105 -0.227
C 23.386 -1.476 22.590 -0.164
C 22.223 -2.263 23.006 -0.228
N 21.276 -2.832 23.311 0.163
H 22.823 -1.809 19.111 0.061
H 21.862 -0.981 20.252 0.065
H 22.030 -2.703 20.405 0.071
H 24.446 -0.853 20.758 0.096
H 24.408 -2.528 21.136 0.112
H 23.119 -0.449 22.848 0.084
H 24.203 -1.783 23.245 0.122
C 15.828 -1.763 21.496 -0.114
C 17.073 -2.431 22.068 -0.252
C 18.168 -1.426 22.421 -0.172
C 17.741 -0.640 23.610 -0.236
N 17.433 -0.027 24.531 0.160
H 16.042 -1.167 20.608 0.055
H 15.229 -1.307 22.286 0.069
H 15.144 -2.536 21.124 0.057
H 17.450 -3.275 21.488 0.096
H 16.754 -2.944 22.982 0.114
H 18.306 -0.687 21.627 0.093
H 19.153 -1.817 22.670 0.072
```

No. 3
ORCA calculation (ωB97M-V/def2-TZVPD) on 14 unconnected molecules or ions with the total composition C48H80O42 at a distorted geometry.

- HOMO level: -0.3842 Ha
- Kohn-Sham gap: 0.376 Ha

XYZ file:
```
170
Properties=species:S:1:pos:R:3:lowdin_charge:R:1
C -0.928 0.713 7.216 -0.118
C -0.848 1.622 8.350 -0.176
O 0.198 2.468 8.075 0.092
C 0.988 1.976 7.141 -0.580
O 1.969 2.433 6.616 0.158
O 0.402 0.845 6.744 0.053
H -1.487 1.189 6.411 0.138
H -1.205 -0.296 7.523 0.145
H -0.715 1.160 9.328 0.146
H -1.730 2.249 8.222 0.140
C -2.635 4.610 3.190 -0.134
C -3.662 3.868 4.048 -0.101
O -4.896 4.568 3.813 0.062
C -4.742 5.541 2.918 -0.514
O -5.531 6.432 2.606 0.128
O -3.477 5.391 2.412 0.037
H -2.255 3.840 2.519 0.130
H -1.960 5.196 3.813 0.137
H -3.393 3.933 5.102 0.123
H -3.785 2.836 3.718 0.128
C -1.184 -1.165 -7.246 -0.153
C -2.268 -1.257 -8.362 -0.125
O -3.360 -0.743 -7.670 0.043
C -2.997 -0.211 -6.437 -0.474
O -3.790 0.221 -5.588 0.116
O -1.704 -0.464 -6.186 0.078
H -0.371 -0.530 -7.598 0.128
H -0.747 -2.121 -6.957 0.129
H -2.229 -2.329 -8.552 0.121
H -2.109 -0.645 -9.250 0.133
C -3.021 -5.550 -5.908 -0.101
C -4.366 -4.933 -5.700 -0.106
O -4.310 -4.581 -4.314 0.096
C -3.162 -4.772 -3.759 -0.586
O -2.864 -4.451 -2.594 0.101
O -2.316 -5.234 -4.682 0.071
H -2.505 -4.979 -6.679 0.126
H -3.200 -6.603 -6.126 0.135
H -5.158 -5.581 -6.077 0.138
H -4.460 -4.043 -6.322 0.127
C 3.878 -2.164 7.479 -0.159
C 2.936 -2.714 8.495 -0.153
O 3.586 -3.826 9.030 0.083
C 4.721 -4.068 8.347 -0.527
O 5.417 -5.063 8.330 0.149
O 4.957 -3.021 7.540 0.078
H 4.122 -1.221 7.968 0.127
H 3.456 -1.948 6.498 0.141
H 1.979 -2.979 8.047 0.133
H 2.801 -1.952 9.262 0.129
C -9.503 -0.141 3.426 -0.149
C -9.516 1.411 3.419 -0.095
O -8.612 1.659 2.358 0.063
C -8.326 0.545 1.637 -0.549
O -7.660 0.477 0.642 0.151
O -8.869 -0.493 2.278 0.052
H -10.512 -0.541 3.325 0.133
H -8.892 -0.664 4.162 0.137
H -9.128 1.782 4.367 0.127
H -10.514 1.831 3.301 0.129
C -8.043 -2.015 -3.182 -0.111
C -8.091 -3.025 -2.027 -0.099
O -8.667 -4.130 -2.628 0.100
C -8.967 -4.000 -3.846 -0.604
O -9.388 -4.909 -4.566 0.111
O -8.634 -2.757 -4.214 0.077
H -7.027 -1.669 -3.374 0.129
H -8.552 -1.076 -2.961 0.129
H -8.651 -2.778 -1.125 0.136
H -7.058 -3.277 -1.783 0.133
C -1.459 -4.075 4.062 -0.087
C -1.348 -5.130 2.952 -0.142
O -0.013 -5.485 2.891 0.087
C 0.608 -5.127 4.012 -0.528
O 1.698 -5.452 4.481 0.124
O -0.219 -4.347 4.771 0.022
H -2.370 -4.223 4.642 0.126
H -1.296 -3.029 3.805 0.127
H -1.622 -4.631 2.022 0.135
H -2.005 -5.976 3.153 0.136
C -2.556 1.700 -1.032 -0.074
C -2.232 0.299 -0.695 -0.202
O -0.798 0.106 -0.558 0.055
C -0.248 0.314 0.619 -0.521
O -0.832 0.726 1.667 0.040
O 1.115 0.301 0.517 -0.021
C 1.908 0.690 1.620 -0.053
H -1.881 2.117 -1.780 0.089
H -2.495 2.293 -0.120 0.067
H -3.567 1.845 -1.411 0.090
H -2.565 -0.132 -1.639 0.121
H -2.810 -0.201 0.082 0.132
H 2.989 0.595 1.520 0.092
H 1.670 0.009 2.438 0.092
H 1.668 1.719 1.889 0.097
C -5.032 7.119 -3.002 -0.070
C -6.483 7.538 -3.039 -0.204
O -7.205 6.940 -4.146 0.017
C -8.297 7.523 -4.698 -0.542
O -8.793 8.563 -4.245 0.086
O -8.684 6.902 -5.813 0.005
C -9.766 7.404 -6.559 -0.057
H -4.949 6.048 -3.192 0.073
H -4.539 7.184 -2.032 0.080
H -4.437 7.610 -3.772 0.079
H -6.439 8.624 -3.122 0.119
H -7.095 7.302 -2.168 0.129
H -9.634 8.478 -6.686 0.096
H -10.733 7.228 -6.086 0.096
H -9.890 6.952 -7.543 0.093
C 7.607 -6.204 -1.622 -0.079
C 6.269 -6.942 -1.797 -0.169
O 5.214 -6.242 -2.540 0.045
C 4.636 -5.217 -1.948 -0.616
O 4.966 -4.606 -0.948 0.123
O 3.630 -4.885 -2.735 0.002
C 2.771 -3.804 -2.490 -0.050
H 7.607 -5.604 -0.712 0.066
H 7.858 -5.580 -2.479 0.083
H 8.481 -6.818 -1.405 0.073
H 5.882 -7.460 -0.920 0.129
H 6.624 -7.720 -2.473 0.110
H 1.918 -3.765 -3.167 0.091
H 3.326 -2.866 -2.490 0.096
H 2.209 -3.914 -1.563 0.096
C 6.418 0.450 -1.503 -0.059
C 7.428 0.735 -0.375 -0.176
O 6.876 1.900 0.231 -0.003
C 7.087 3.142 -0.258 -0.530
O 7.875 3.451 -1.133 0.115
O 6.401 4.095 0.447 -0.015
C 6.541 5.451 0.169 -0.086
H 6.697 -0.350 -2.189 0.074
H 6.181 1.326 -2.106 0.074
H 5.460 0.164 -1.068 0.074
H 8.428 1.041 -0.683 0.122
H 7.447 -0.126 0.292 0.123
H 7.443 5.974 0.487 0.098
H 5.821 5.990 0.784 0.089
H 6.243 5.693 -0.851 0.098
C 7.858 0.005 4.587 -0.052
C 8.926 -0.718 5.416 -0.203
O 9.405 -1.861 4.698 0.004
C 10.325 -1.778 3.699 -0.534
O 11.092 -0.874 3.375 0.107
O 10.437 -3.074 3.337 -0.021
C 11.363 -3.504 2.311 -0.033
H 7.086 -0.762 4.520 0.077
H 8.208 0.431 3.647 0.076
H 7.249 0.766 5.074 0.072
H 8.547 -1.067 6.377 0.121
H 9.817 -0.172 5.726 0.118
H 11.305 -2.921 1.392 0.088
H 11.248 -4.541 1.996 0.089
H 12.369 -3.331 2.695 0.092
C 2.382 4.388 -2.133 -0.044
C 1.416 4.209 -3.350 -0.193
O 1.422 2.882 -3.836 0.039
C 2.350 2.486 -4.657 -0.545
O 3.200 3.216 -5.215 0.075
O 2.274 1.113 -4.813 -0.045
C 3.247 0.366 -5.640 -0.008
H 1.971 3.788 -1.321 0.070
H 2.425 5.419 -1.783 0.074
H 3.408 4.131 -2.399 0.072
H 1.686 4.914 -4.136 0.120
H 0.406 4.404 -2.989 0.120
H 4.191 0.420 -5.098 0.086
H 3.435 0.789 -6.627 0.091
H 2.815 -0.632 -5.570 0.088
```